No. 1
{
  "formula": "C32H88N8O8",
  "method": "the ωB97M-V functional and the def2-TZVPD basis",
  "symbols": ["C", "O", "C", "C", "C", "N", "H", "H", "H", "H", "H", "H", "H", "H", "H", "H", "H", "C", "O", "C", "C", "C", "N", "H", "H", "H", "H", "H", "H", "H", "H", "H", "H", "H", "C", "O", "C", "C", "C", "N", "H", "H", "H", "H", "H", "H", "H", "H", "H", "H", "H", "C", "O", "C", "C", "C", "N", "H", "H", "H", "H", "H", "H", "H", "H", "H", "H", "H", "C", "O", "C", "C", "C", "N", "H", "H", "H", "H", "H", "H", "H", "H", "H", "H", "H", "C", "O", "C", "C", "C", "N", "H", "H", "H", "H", "H", "H", "H", "H", "H", "H", "H", "C", "O", "C", "C", "C", "N", "H", "H", "H", "H", "H", "H", "H", "H", "H", "H", "H", "C", "O", "C", "C", "C", "N", "H", "H", "H", "H", "H", "H", "H", "H", "H", "H", "H"],
  "coordinates": [[5.4209, 7.8416, -18.5094], [4.8580, 6.5805, -18.2197], [5.8338, 5.5922, -17.9995], [5.2404, 4.2307, -18.3145], [3.9527, 3.9748, -17.5701], [6.2346, 3.1933, -17.9836], [4.6521, 8.6005, -18.3584], [5.7435, 7.9046, -19.5548], [6.2583, 8.0862, -17.8489], [6.7235, 5.7510, -18.6257], [6.1996, 5.5598, -16.9614], [4.9860, 4.1942, -19.3862], [4.1038, 4.0873, -16.4930], [3.5835, 2.9603, -17.7520], [3.1401, 4.6231, -17.8931], [5.8763, 2.2846, -18.2518], [7.0591, 3.3535, -18.5550], [14.6284, 8.6531, -20.9058], [15.9454, 8.2165, -21.1171], [16.0463, 6.8561, -21.4853], [17.4836, 6.5279, -21.7591], [17.6344, 5.1893, -22.4576], [18.3362, 6.5288, -20.5490], [13.9902, 7.8543, -20.4941], [14.1441, 8.9464, -21.8455], [14.6254, 9.4724, -20.1898], [15.5656, 6.1870, -20.7568], [15.4781, 6.6993, -22.4242], [17.9223, 7.3192, -22.3722], [18.6871, 4.9588, -22.5988], [17.1709, 5.2266, -23.4467], [17.1261, 4.4005, -21.8978], [18.0970, 5.7367, -19.9550], [18.1393, 7.3378, -19.9682], [10.9541, 12.4183, -14.9758], [10.4650, 13.6831, -15.2936], [11.2000, 14.3127, -16.3363], [11.0795, 15.8143, -16.2041], [9.6071, 16.2416, -16.3265], [11.9361, 16.4381, -17.2148], [10.7775, 11.6635, -15.7523], [10.3376, 12.0208, -14.1571], [11.9709, 12.3995, -14.5706], [12.2525, 13.9998, -16.3193], [10.8106, 13.9952, -17.3201], [11.4508, 16.1369, -15.2282], [8.9735, 15.7412, -15.5958], [9.2450, 16.0266, -17.3359], [9.5394, 17.3244, -16.1954], [11.6750, 16.1571, -18.1577], [11.8703, 17.4478, -17.1993], [14.7975, 12.5336, -18.3288], [14.7202, 13.3881, -19.4442], [13.4985, 14.0833, -19.4833], [13.2732, 14.7585, -20.8033], [14.4157, 15.7039, -21.1517], [12.0413, 15.5411, -20.7240], [15.6450, 11.8592, -18.4429], [13.8951, 11.9100, -18.2741], [14.9133, 13.1063, -17.4027], [12.6846, 13.3267, -19.3895], [13.3464, 14.7211, -18.6066], [13.2096, 14.0224, -21.6144], [15.4075, 15.2747, -21.2404], [14.4030, 16.5577, -20.4664], [14.2151, 16.1682, -22.1316], [11.2268, 14.9419, -20.7624], [11.9916, 16.2218, -21.4681], [14.9808, 5.6885, -15.8735], [15.7990, 6.3686, -16.7727], [16.5653, 7.3436, -16.1071], [17.5602, 7.9319, -17.0713], [18.5919, 8.7842, -16.3679], [16.8202, 8.7828, -18.0297], [14.3544, 4.9646, -16.3950], [14.2987, 6.3462, -15.3187], [15.5635, 5.1458, -15.1142], [15.9100, 8.1212, -15.6826], [17.0786, 6.8869, -15.2449], [17.9969, 7.0796, -17.6117], [18.0680, 9.6234, -15.9032], [19.2948, 9.1869, -17.0951], [19.1082, 8.2471, -15.5719], [17.3465, 9.0250, -18.8595], [15.9973, 8.2805, -18.3434], [16.5779, 6.2320, -11.0442], [15.2463, 5.9541, -11.3506], [14.4997, 7.1142, -11.6292], [13.1271, 6.7331, -12.0689], [12.3316, 7.9669, -12.5035], [12.4239, 6.0125, -10.9859], [16.6396, 6.9991, -10.2665], [17.1691, 6.5013, -11.9291], [17.0333, 5.3112, -10.6710], [14.4087, 7.7649, -10.7442], [14.9738, 7.7142, -12.4209], [13.1857, 6.0723, -12.9461], [11.2834, 7.8212, -12.2332], [12.3345, 8.0515, -13.5890], [12.6936, 8.8767, -12.0254], [11.5875, 5.5828, -11.3694], [13.0094, 5.2185, -10.7312], [12.5219, 9.1373, -18.1310], [11.5005, 9.6048, -17.2802], [11.1385, 8.7799, -16.2015], [10.6617, 7.3925, -16.5555], [9.3358, 7.4622, -17.2659], [10.6306, 6.6044, -15.3320], [12.1050, 8.3802, -18.8118], [13.3320, 8.6360, -17.5843], [12.8746, 9.9788, -18.7125], [12.0430, 8.7377, -15.5733], [10.3401, 9.2491, -15.6199], [11.3853, 6.8982, -17.2087], [9.4146, 8.1453, -18.1213], [8.5145, 7.8179, -16.6432], [9.0899, 6.4838, -17.6860], [10.1250, 7.0600, -14.5817], [10.1955, 5.6983, -15.4524], [5.6326, 8.9518, -9.0621], [6.6699, 8.6901, -10.0082], [6.2270, 8.8136, -11.3330], [7.4382, 8.8155, -12.2949], [7.7991, 7.4086, -12.7158], [8.6196, 9.4929, -11.7903], [5.3515, 10.0070, -9.1143], [6.0170, 8.6532, -8.0935], [4.7492, 8.3472, -9.2990], [5.5697, 7.9775, -11.6126], [5.6603, 9.7512, -11.4464], [7.0442, 9.3654, -13.1584], [8.7607, 7.4825, -13.2281], [7.0901, 6.9351, -13.3908], [7.9385, 6.7759, -11.8350], [8.9252, 8.9502, -10.9822], [8.3422, 10.3861, -11.3926]],
  "smiles": "COC[C@H](C)N.COC[C@H](C)N.COC[C@H](C)N.COC[C@H](C)N.COC[C@H](C)N.COC[C@H](C)N.COC[C@H](C)N.COC[C@H](C)N",
  "molar_mass_g_mol": 713.10,
  "e_tot_ev": -62907.821
}



No. 2
{
  "formula": "C32H88O12",
  "method": "the ωB97M-V functional and the def2-TZVPD basis",
  "symbols": ["C", "C", "C", "O", "H", "H", "H", "H", "H", "H", "H", "H", "C", "C", "C", "O", "H", "H", "H", "H", "H", "H", "H", "H", "C", "C", "C", "O", "H", "H", "H", "H", "H", "H", "H", "H", "C", "C", "C", "O", "H", "H", "H", "H", "H", "H", "H", "H", "C", "C", "C", "O", "H", "H", "H", "H", "H", "H", "H", "H", "C", "C", "C", "O", "H", "H", "H", "H", "H", "H", "H", "H", "C", "C", "C", "O", "H", "H", "H", "H", "H", "H", "H", "H", "C", "C", "C", "O", "H", "H", "H", "H", "H", "H", "H", "H", "C", "C", "O", "H", "H", "H", "H", "H", "H", "C", "C", "O", "H", "H", "H", "H", "H", "H", "C", "C", "O", "H", "H", "H", "H", "H", "H", "C", "C", "O", "H", "H", "H", "H", "H", "H"],
  "coordinates": [[-1.2055, 4.0226, 2.6735], [-1.5125, 3.0858, 3.8281], [-2.4610, 3.7246, 4.8249], [-2.0453, 1.8608, 3.3183], [-0.3891, 3.6035, 2.0764], [-0.9112, 5.0190, 2.9981], [-2.0708, 4.0924, 2.0082], [-0.5622, 2.8469, 4.3094], [-3.3372, 4.1480, 4.3344], [-1.9472, 4.5192, 5.3709], [-2.7653, 2.9922, 5.5776], [-3.0097, 1.9678, 3.2270], [4.5701, -2.6762, -2.4500], [3.0770, -2.7238, -2.1952], [2.3896, -3.7574, -3.0326], [2.7741, -2.9918, -0.8081], [5.0173, -3.6690, -2.3446], [5.0701, -2.0320, -1.7180], [4.8004, -2.2897, -3.4438], [2.6312, -1.7500, -2.4547], [2.5831, -3.5592, -4.0876], [1.3054, -3.7790, -2.8937], [2.7146, -4.7753, -2.7976], [3.2542, -2.3455, -0.2509], [4.5344, 1.5783, -0.8316], [6.0575, 1.5879, -0.8027], [6.6507, 0.5237, -1.7023], [6.5028, 2.8786, -1.2994], [4.1359, 0.6324, -0.4428], [4.1681, 1.7264, -1.8443], [4.1386, 2.3338, -0.1415], [6.4508, 1.4454, 0.2110], [6.5486, -0.4735, -1.2719], [7.7103, 0.7136, -1.8940], [6.1786, 0.5098, -2.6906], [5.8463, 3.5402, -1.0660], [-3.5189, 3.1689, -2.6663], [-4.3028, 3.9329, -3.7241], [-4.2760, 5.4193, -3.5074], [-3.7564, 3.7156, -5.0348], [-3.8800, 3.3515, -1.6545], [-2.4419, 3.3396, -2.7385], [-3.6332, 2.0867, -2.8351], [-5.3371, 3.5557, -3.6823], [-3.2269, 5.7294, -3.5103], [-4.7432, 5.7054, -2.5720], [-4.7369, 5.8931, -4.3736], [-3.7296, 2.7710, -5.2163], [-1.1180, 1.5193, -0.3191], [-0.4295, 0.3620, 0.3800], [0.8504, -0.0880, -0.2872], [-0.0663, 0.7295, 1.7311], [-0.3677, 2.3093, -0.4613], [-1.9296, 1.9532, 0.2663], [-1.4623, 1.2603, -1.3218], [-1.0950, -0.5090, 0.5059], [1.5361, 0.7533, -0.4174], [0.6721, -0.5422, -1.2638], [1.3309, -0.8676, 0.3011], [-0.8092, 1.1693, 2.1935], [-5.0763, 2.5090, 0.9161], [-5.8563, 2.1505, 2.1611], [-6.8810, 1.0639, 1.8796], [-4.8744, 1.6999, 3.1257], [-4.3117, 3.2500, 1.1469], [-5.7340, 2.9232, 0.1470], [-4.6377, 1.6134, 0.4671], [-6.3623, 3.0519, 2.5266], [-7.3661, 1.2555, 0.9223], [-7.6114, 0.9457, 2.6813], [-6.3817, 0.0932, 1.7843], [-5.3376, 1.4469, 3.9321], [3.6301, -3.2514, 2.7982], [4.7178, -2.3982, 2.2357], [5.8491, -3.2037, 1.6379], [4.1884, -1.5510, 1.1807], [4.0103, -3.8872, 3.6047], [3.2313, -3.9133, 2.0263], [2.8380, -2.6303, 3.2197], [5.1130, -1.7438, 3.0232], [5.5539, -3.6245, 0.6739], [6.1805, -4.0208, 2.2803], [6.7247, -2.5699, 1.4692], [3.6563, -0.8448, 1.6034], [-1.7607, -1.7384, -2.3536], [-2.9160, -2.0011, -1.4124], [-3.8506, -0.8019, -1.3397], [-3.6176, -3.1417, -1.9200], [-1.3036, -0.8061, -2.0221], [-2.1368, -1.5686, -3.3635], [-1.0334, -2.5441, -2.2748], [-2.5310, -2.2929, -0.4256], [-3.3642, 0.0648, -0.8813], [-4.7235, -0.9913, -0.7060], [-4.1942, -0.6014, -2.3551], [-4.4284, -3.2703, -1.4191], [-1.1723, -5.7829, -0.6643], [-0.1225, -4.9665, 0.0396], [1.1343, -5.1927, -0.5928], [-1.0702, -6.8497, -0.4555], [-1.1208, -5.6446, -1.7445], [-2.1687, -5.4897, -0.3266], [-0.0212, -5.2373, 1.1008], [-0.3671, -3.8925, 0.0142], [1.6611, -4.3708, -0.5953], [1.6504, 0.8773, -3.9453], [0.8095, -0.1476, -4.6795], [1.6679, -1.1219, -5.2645], [2.2068, 0.3412, -3.1669], [1.0274, 1.6005, -3.4210], [2.3751, 1.3211, -4.6235], [0.2578, 0.3681, -5.4791], [0.0854, -0.6019, -3.9949], [1.1598, -1.9238, -5.4141], [-3.6775, -0.9364, 2.4910], [-2.5544, -1.3850, 3.3931], [-2.6529, -2.7943, 3.5234], [-4.6734, -1.1381, 2.8789], [-3.5972, -1.4770, 1.5392], [-3.5458, 0.1152, 2.2284], [-2.6435, -0.8898, 4.3668], [-1.5959, -1.1305, 2.9283], [-1.9470, -3.1159, 4.0916], [4.6904, 1.2211, 3.0771], [3.2097, 1.4839, 3.1119], [2.5567, 0.4724, 2.3492], [4.9231, 0.9623, 2.0440], [5.0282, 0.5278, 3.8423], [5.2478, 2.1488, 3.2475], [3.0175, 2.4626, 2.6411], [2.7914, 1.5662, 4.1222], [1.6054, 0.7008, 2.2807]],
  "smiles": "CC(C)O.CC(C)O.CC(C)O.CC(C)O.CC(C)O.CC(C)O.CC(C)O.CC(C)O.CCO.CCO.CCO.CCO",
  "molar_mass_g_mol": 665.04,
  "e_tot_ev": -59181.205
}



LUMO energy
In order: 0.52 0.20
Unit: eV